Computed, not measured: a molecular structure, C32H65Br3O23S5 at a distorted geometry, with the ωB97M-V functional and the def2-TZVPD basis.

- M (g/mol) = 1217.896
- E (Eh) = -12701.68489
- HOMO level (eV) = -10.00

Geometry as ORCA input:
```
! RIJCOSX wB97M-V def2-TZVPD def2/J DEFGRID3
* xyz 0 1
O 4.80582 4.95858 -1.57065
C 4.14162 4.72253 -2.47174
O 4.61749 4.76816 -3.75765
C 3.62546 4.34318 -4.71774
C 2.51258 3.62482 -3.85033
C 2.68615 4.35435 -2.49048
H 4.11734 3.56730 -5.31175
H 3.25454 5.10692 -5.39693
H 2.79996 2.57556 -3.81891
H 1.54559 3.78597 -4.29756
H 2.30403 3.80606 -1.63883
H 2.14291 5.31032 -2.54466
O 0.43931 3.07508 4.24058
C -0.16079 3.24920 5.18433
O 0.39830 3.71884 6.27165
C -0.46648 3.53585 7.41943
C -1.85139 3.34233 6.87429
C -1.57264 2.84177 5.44766
H -0.42394 4.47851 7.97913
H -0.08161 2.79409 8.11769
H -2.44448 4.24637 6.90323
H -2.40094 2.58702 7.43657
H -2.26448 3.36182 4.78606
H -1.70254 1.77844 5.33297
O 1.17368 0.90138 -0.90940
C 0.65904 0.92940 0.05752
O 0.88726 0.03269 0.98035
C 0.07807 0.32281 2.17150
C -1.00660 1.33870 1.75784
C -0.40737 1.92505 0.47856
H 0.74774 0.84503 2.85952
H -0.40056 -0.54906 2.60073
H -1.18809 2.05058 2.54896
H -1.95830 0.84318 1.52670
H 0.01388 2.90674 0.71503
H -1.06896 2.03562 -0.37659
O -1.21951 -3.70831 -3.17517
C -1.49096 -3.52152 -2.03692
O -1.56432 -2.25968 -1.53335
C -1.58494 -2.28739 -0.05712
C -2.02286 -3.67623 0.27081
C -1.49169 -4.54397 -0.89483
H -2.31255 -1.53358 0.23021
H -0.58683 -1.98646 0.26712
H -3.09723 -3.73127 0.39049
H -1.47656 -4.04492 1.15209
H -2.16079 -5.35514 -1.16631
H -0.47154 -4.91467 -0.87670
O 3.73109 -4.21467 0.56262
S 2.38643 -4.14940 0.15984
O 1.73587 -5.16759 -0.51141
O 1.45871 -3.81292 1.38074
C 2.06521 -3.06554 2.44752
C 1.19125 -3.15857 3.59185
C 2.16943 -2.63314 -0.72832
H 2.10052 -2.02298 2.11230
H 3.09326 -3.34954 2.64968
H 1.40397 -4.00791 4.22566
H 0.14128 -3.05583 3.29565
H 1.29420 -2.25658 4.20976
H 2.26858 -1.75940 -0.10722
H 1.15048 -2.74343 -1.10444
H 2.88469 -2.66232 -1.53866
O -0.96309 4.88262 -3.92132
S -1.47215 4.36032 -5.12019
O -0.93127 4.74181 -6.33886
O -1.42112 2.81933 -5.07048
C -1.17198 2.15940 -3.79035
C -1.31430 0.67171 -3.97798
C -3.19429 4.56612 -5.19251
H -1.91150 2.53872 -3.05270
H -0.22840 2.44033 -3.29627
H -0.76325 0.19605 -4.76903
H -2.38213 0.41719 -3.97400
H -1.01399 0.22707 -3.01377
H -3.38615 5.61524 -5.40078
H -3.59661 4.32119 -4.21630
H -3.57296 3.94979 -5.99410
O 1.99970 -4.33831 -7.60145
S 2.64125 -4.26685 -6.37186
O 4.04637 -4.23716 -6.28189
O 2.03965 -2.96998 -5.71895
C 2.45391 -2.62735 -4.33362
C 1.86859 -1.29485 -3.98708
C 2.05899 -5.56658 -5.31742
H 3.55221 -2.57551 -4.33200
H 2.16268 -3.40364 -3.61042
H 1.79107 -0.79829 -4.97202
H 2.56067 -0.68068 -3.41162
H 0.88828 -1.16260 -3.54465
H 2.15830 -6.48067 -5.88235
H 1.04883 -5.36252 -4.98008
H 2.72180 -5.56051 -4.45593
O 2.31333 -0.47775 4.36558
S 3.61375 -0.34655 4.85124
O 4.56830 -1.34565 4.64624
O 4.21334 0.95998 4.26659
C 3.40164 2.16417 4.47482
C 3.45577 3.09483 3.27557
C 3.54744 0.00095 6.56095
H 3.95478 2.71028 5.25344
H 2.37800 1.96335 4.74728
H 2.78337 2.69481 2.51341
H 4.46399 3.12990 2.89363
H 3.08656 4.05189 3.61777
H 2.87647 -0.71776 7.01864
H 3.19428 1.01509 6.73366
H 4.54176 -0.05184 6.99350
O -6.64504 -1.30183 0.61598
S -5.38372 -0.69977 0.53274
O -4.45142 -0.78534 1.57138
O -4.62694 -1.15988 -0.79154
C -5.42457 -1.44117 -1.94045
C -4.55648 -2.02131 -3.03402
C -5.45119 1.01116 0.11588
H -5.97770 -0.55310 -2.28863
H -6.25046 -2.12940 -1.73606
H -3.63691 -1.46887 -3.17492
H -5.18583 -2.10712 -3.92064
H -4.32112 -3.06143 -2.78947
H -6.26841 1.21234 -0.57577
H -4.56237 1.14190 -0.49780
H -5.46075 1.63618 0.99159
C -2.80042 -2.75507 4.85600
Br -4.61693 -2.88997 5.44046
Br -1.66948 -3.98424 5.79977
Br -2.17158 -0.93605 4.97043
H -2.74734 -3.02631 3.81978
*
```

Computed, not measured: 6 unconnected molecules or ions with the total composition C32H66BN9 at a distorted geometry, with the ωB97M-V functional and the def2-TZVPD basis.

- M (g/mol) = 587.755
- E (Eh) = -1775.10627
- HOMO level (eV) = -14.52

Geometry as ORCA input:
```
! RIJCOSX wB97M-V def2-TZVPD def2/J DEFGRID3
* xyz 4 1
B 1.13820 1.20751 0.17794
H 1.19909 0.95232 -0.86869
H 0.98638 0.31083 0.75857
H 2.06253 1.69525 0.44619
H 0.34435 1.90899 0.38288
C -1.82436 6.98886 7.59806
C -1.96734 5.45765 7.70470
N -1.79527 4.77874 6.39710
C -0.64672 4.71673 5.63873
C -0.98977 3.91205 4.43204
N -2.27396 3.53495 4.48429
C -2.81329 4.16602 5.62316
C -3.00544 2.67880 3.59538
H -0.84503 7.32076 7.25331
H -2.02532 7.38787 8.59230
H -2.55895 7.38372 6.89623
H -2.96305 5.25240 8.09782
H -1.28187 5.01459 8.42715
H 0.31250 5.05782 5.99923
H -0.38013 3.49439 3.64445
H -3.81889 4.00644 5.98328
H -2.64039 2.78996 2.57436
H -4.08583 2.59951 3.71607
H -2.56357 1.71465 3.84690
C 0.07730 -4.19557 3.52126
C 1.08690 -4.63852 2.45565
N 1.24375 -6.04922 2.39812
C 1.80236 -6.85315 3.37502
C 1.67742 -8.21567 3.05127
N 0.89026 -8.26064 1.88151
C 0.70584 -6.93863 1.49750
C 0.50351 -9.49928 1.18204
H -0.92834 -4.57793 3.34638
H 0.04978 -3.10869 3.59886
H 0.39722 -4.64665 4.46055
H 2.07668 -4.19783 2.57488
H 0.74258 -4.34504 1.46398
H 2.35146 -6.34176 4.15179
H 2.02877 -9.13023 3.50575
H 0.29171 -6.59299 0.56186
H 1.23140 -10.28186 1.39613
H 0.44577 -9.29705 0.11252
H -0.50361 -9.80882 1.46130
C 6.99923 -0.11995 -0.34024
C 7.07711 -1.20523 -1.32799
N 5.88548 -2.00632 -1.53802
C 4.53311 -1.68861 -1.39487
C 3.83793 -2.78919 -1.83884
N 4.73028 -3.82853 -2.16923
C 5.98998 -3.26681 -2.08319
C 4.48042 -5.20998 -2.66355
H 7.05394 -0.49366 0.68223
H 6.08496 0.44866 -0.51015
H 7.86209 0.54588 -0.35654
H 7.87893 -1.88714 -1.04486
H 7.34394 -0.78957 -2.29966
H 4.35183 -0.64132 -1.20317
H 2.76506 -2.90754 -1.87547
H 6.89358 -3.81923 -2.29472
H 5.39226 -5.55423 -3.15156
H 3.65755 -5.32892 -3.36842
H 4.20438 -5.73484 -1.74899
C -3.36993 -1.71128 -2.29629
C -4.22754 -1.91910 -1.01007
N -5.49844 -2.58114 -1.33668
C -6.51802 -2.11770 -2.11240
C -7.49627 -3.07121 -2.23324
N -7.20965 -4.04643 -1.22592
C -5.95001 -3.71546 -0.71912
C -7.99532 -5.27978 -1.03141
H -3.97490 -1.40864 -3.15099
H -3.00982 -2.69597 -2.59431
H -2.56738 -0.98078 -2.19425
H -4.48615 -0.99130 -0.49976
H -3.60852 -2.44694 -0.28461
H -6.45652 -1.13085 -2.54685
H -8.36498 -3.13579 -2.87164
H -5.36509 -4.33926 -0.05948
H -8.38090 -5.71152 -1.95501
H -8.83357 -5.03920 -0.37755
H -7.35378 -6.04299 -0.59091
C -0.69574 6.63952 -0.67466
C -0.08271 5.53435 -1.67513
C 0.24779 6.11281 -3.04026
N 0.98761 5.17870 -3.93427
C 2.27501 4.68661 -3.13478
C 0.19055 3.93384 -4.31635
C 0.82284 3.29453 -5.60948
C 1.70723 4.45814 -6.18109
C 1.47079 5.68489 -5.29437
H -0.89964 6.09478 0.24718
H -1.69901 6.97789 -0.93361
H -0.13957 7.57688 -0.66515
H -0.67271 4.62197 -1.76213
H 0.87047 5.36474 -1.17437
H 0.96229 6.92955 -2.93771
H -0.68911 6.31547 -3.55915
H 2.79549 4.00628 -3.80885
H 1.95781 4.06022 -2.30104
H 2.86593 5.55173 -2.83399
H 0.01975 3.22934 -3.50234
H -0.81372 4.30521 -4.52041
H 1.35184 2.36610 -5.39440
H 0.05519 3.07883 -6.35264
H 2.71604 4.05835 -6.28392
H 1.48736 4.60583 -7.23841
H 2.25865 6.43795 -5.27768
H 0.55965 6.18606 -5.62106
*
```

Computed, not measured: 5 unconnected molecules or ions with the total composition C32H66N3O16S6 at a distorted geometry, with the ωB97M-V functional and the def2-TZVPD basis.

- M (g/mol) = 941.287
- E (Eh) = -5015.70243
- HOMO level (eV) = -10.72

Geometry as ORCA input:
```
! RIJCOSX wB97M-V def2-TZVPD def2/J DEFGRID3
* xyz 1 1
C 13.07562 -0.56187 0.86848
C 11.61877 -0.42409 1.28746
C 10.70892 -0.69622 0.09177
C 9.59281 0.32266 -0.09526
C 8.26719 -0.16248 0.44664
C 7.16235 0.87355 0.31139
C 5.89924 0.31394 -0.29338
C 4.84406 1.39798 -0.41608
N 3.52315 0.94023 -0.06786
C 2.61699 2.13250 0.02688
C 2.12284 2.50696 1.42030
C 0.81470 1.91595 1.92960
C -0.37268 2.53698 1.20286
C -1.64062 2.70148 2.05472
C -2.56484 1.50605 2.20052
C -4.02824 1.95430 2.11425
C -4.53600 2.02178 0.66921
C 3.03334 0.09369 -1.01591
S 3.68537 -0.11514 -2.48833
S 1.60849 -0.84273 -0.57887
C 1.28952 -1.80143 -2.06972
C -0.12281 -2.32226 -2.11721
C -0.59622 -2.84976 -0.78888
C -1.19455 -4.26634 -0.89481
C -2.71567 -4.26103 -0.78569
N -3.21513 -4.93468 0.43998
C -2.32172 -4.54315 1.55748
C -1.03286 -5.27183 1.33549
N -0.53189 -5.23654 -0.03585
H 13.69485 -0.77343 1.71145
H 13.43910 0.34505 0.44122
H 13.22168 -1.35982 0.17480
H 11.46653 0.53878 1.71705
H 11.47368 -1.17662 2.02846
H 10.36214 -1.70585 0.13599
H 11.32682 -0.64046 -0.77885
H 9.90430 1.22622 0.37551
H 9.46953 0.45879 -1.14845
H 7.99889 -1.08780 -0.01489
H 8.42573 -0.38738 1.48273
H 7.54025 1.65418 -0.31925
H 6.98946 1.32196 1.26565
H 6.17027 -0.01643 -1.27042
H 5.53688 -0.50405 0.28485
H 4.90759 1.90264 -1.35990
H 5.10602 2.12658 0.32212
H 1.80591 2.05520 -0.65834
H 3.19652 2.96520 -0.31293
H 1.98571 3.56626 1.41102
H 2.86825 2.24937 2.13678
H 0.81867 0.84847 1.94452
H 0.74243 2.20371 2.95904
H -0.64477 2.00459 0.31526
H -0.06845 3.52914 0.94143
H -1.30712 2.95768 3.03727
H -2.21456 3.51935 1.67477
H -2.38262 0.81380 1.40205
H -2.39242 0.98957 3.11951
H -4.08760 2.94932 2.48992
H -4.71526 1.32046 2.67374
H -3.98949 1.33881 0.04830
H -5.57715 1.78728 0.58757
H -4.43904 3.02092 0.32113
H 1.43838 -1.15172 -2.90153
H 1.92910 -2.64303 -2.19708
H -0.15771 -3.04558 -2.90254
H -0.76844 -1.53778 -2.44650
H 0.16217 -2.85649 -0.03470
H -1.34901 -2.18125 -0.43938
H -0.98636 -4.57246 -1.89554
H -3.03920 -3.24761 -0.74001
H -3.14281 -4.67988 -1.66340
H -3.11182 -5.92340 0.30826
H -4.16221 -4.68548 0.64607
H -2.74249 -4.93421 2.44530
H -2.24242 -3.48751 1.66865
H -0.33486 -4.93850 2.07017
H -1.22350 -6.30346 1.56757
H 0.39738 -4.91440 0.05512
C -1.72554 -1.49524 -5.78819
C -1.90055 -2.09446 -7.16104
O -2.77344 -3.21593 -6.94586
S -3.78494 -2.88400 -5.74737
O -5.00514 -2.44292 -6.28595
O -3.71396 -3.93181 -4.79979
O -3.00544 -1.61184 -5.15866
H -1.00514 -2.06562 -5.19787
H -1.41791 -0.45608 -5.82949
H -0.96298 -2.41665 -7.59924
H -2.39599 -1.39820 -7.83869
C 5.90105 -0.34668 -5.62981
C 6.51479 0.79215 -4.85215
O 7.75853 1.04948 -5.51361
S 7.60165 0.74261 -7.08305
O 7.34878 1.95227 -7.75758
O 8.63251 -0.13348 -7.46828
O 6.22295 -0.08027 -6.99735
H 6.35089 -1.30171 -5.35274
H 4.82555 -0.40323 -5.49874
H 6.67815 0.54257 -3.80936
H 5.90029 1.69212 -4.91790
C -9.01478 1.38027 5.63878
C -7.98471 2.25328 6.30031
O -6.73752 1.86233 5.68850
S -6.99856 1.43413 4.17709
O -6.70207 2.52644 3.34451
O -6.43403 0.14979 3.97365
O -8.58789 1.29002 4.26264
H -9.01743 0.37400 6.06158
H -10.00851 1.80155 5.70398
H -7.94727 2.11159 7.37346
H -8.15620 3.30689 6.08013
C -13.61789 2.92521 3.68348
C -12.39752 3.59018 3.09273
O -12.04570 4.60529 4.04082
S -12.42172 4.10862 5.51712
O -11.25769 3.57840 6.12597
O -13.20066 5.09652 6.13614
O -13.36339 2.88221 5.09480
H -14.51598 3.52011 3.51593
H -13.77112 1.92435 3.29555
H -12.59110 4.02750 2.12016
H -11.56141 2.89095 3.01656
*
```

Computed, not measured: a molecular structure, C32H67CrO19S8 at a distorted geometry, with the ωB97M-V functional and the def2-TZVPD basis.

- expectation value of S² = 3.7729
- M (g/mol) = 1064.401
- E (Eh) = -6918.95882
- HOMO level (spin up / spin down) (eV) = -9.09 / -9.69

Geometry as ORCA input:
```
! RIJCOSX wB97M-V def2-TZVPD def2/J DEFGRID3
* xyz 0 4
Cr -0.00483 -0.68363 0.56945
O 1.06492 -0.23410 2.18131
H 0.58499 0.61864 2.28109
O -1.07320 0.96417 0.57456
H -1.27591 1.39580 1.38950
O 1.11641 -2.13769 0.28448
H 1.87576 -1.50150 0.25131
C 3.32406 -0.21738 -5.72672
C 4.60169 -0.95667 -6.15175
C 5.37262 -1.22857 -4.88553
S 4.07794 -2.03268 -3.96618
O 4.28640 -1.91787 -2.53552
O 3.89454 -3.35812 -4.54807
C 2.74647 -0.98196 -4.46089
H 2.56048 -0.19055 -6.47627
H 3.57527 0.84347 -5.43660
H 5.07566 -0.29224 -6.84176
H 4.35580 -1.91805 -6.59329
H 5.53167 -0.29837 -4.33204
H 6.25936 -1.86132 -5.03888
H 2.51850 -0.22313 -3.70095
H 1.82021 -1.54253 -4.65129
C 4.37164 -1.38668 1.82100
C 4.83658 -0.66137 3.10063
C 4.53414 0.81331 2.89367
S 4.94501 1.16634 1.19563
O 6.32226 1.65091 1.22339
O 3.92071 2.03271 0.59284
C 4.76310 -0.52162 0.55416
H 3.29422 -1.43160 1.76379
H 4.67760 -2.40517 1.64055
H 5.86407 -0.83300 3.39167
H 4.37191 -0.97294 4.06223
H 5.14236 1.48415 3.49588
H 3.50115 1.08546 3.14761
H 5.67657 -0.79625 -0.00958
H 4.02992 -0.49863 -0.24782
C 1.09944 3.89295 -1.65605
C 0.72165 3.21302 -3.01185
C 0.53226 1.72587 -2.85490
S 1.69443 1.35928 -1.58104
O 3.06908 1.38793 -2.01990
O 1.18733 0.17544 -0.90445
C 1.39454 2.80764 -0.61279
H 0.17854 4.40218 -1.25541
H 1.86961 4.67881 -1.75651
H 1.47877 3.44918 -3.79589
H -0.20807 3.64316 -3.45502
H 0.68127 1.06875 -3.74003
H -0.36528 1.34561 -2.40664
H 2.24531 3.04439 0.01390
H 0.48622 2.67502 -0.07030
C 1.13122 -3.42643 3.40999
C 0.47129 -4.47889 2.44539
C -1.01635 -4.34333 2.51822
S -1.39288 -2.59258 2.77396
O -2.48836 -2.37690 3.70583
O -1.42673 -1.94511 1.42839
C 0.13938 -2.30509 3.67137
H 1.97750 -3.03047 2.86128
H 1.53587 -3.81573 4.35007
H 0.67509 -5.50901 2.69051
H 0.85143 -4.22221 1.44022
H -1.43074 -4.80203 3.41023
H -1.55348 -4.61690 1.62063
H -0.37668 -2.28475 4.65040
H 0.52066 -1.29512 3.36764
C -0.19057 4.23462 2.37321
C -1.04896 4.50288 3.65299
C -0.38151 3.65367 4.81721
S 1.33596 3.80002 4.52909
O 2.10699 2.70272 5.03801
O 1.65742 5.10747 4.96176
C 1.28078 3.74325 2.75960
H -0.04778 5.13366 1.74787
H -0.71211 3.52686 1.77869
H -2.07476 4.18182 3.49860
H -1.03292 5.58491 3.87014
H -0.58724 2.58342 4.62889
H -0.68699 4.08130 5.78782
H 1.41832 2.68946 2.55336
H 2.08713 4.40687 2.51953
C -5.48675 0.18019 2.32979
C -5.46008 -0.56633 3.69678
C -4.29834 -0.05095 4.50521
S -3.34024 1.05357 3.45784
O -1.93419 0.79075 3.55148
O -3.79613 2.41935 3.68950
C -4.04539 0.48939 1.92438
H -6.01816 1.11365 2.47011
H -5.94294 -0.39803 1.53591
H -5.39315 -1.63474 3.61979
H -6.39909 -0.44452 4.22121
H -3.58603 -0.82221 4.80042
H -4.51221 0.50899 5.41619
H -3.40240 -0.28158 1.47858
H -3.96761 1.40468 1.34338
C -0.75709 -4.76090 -1.85880
C -2.23882 -4.36619 -1.97011
C -2.33959 -3.18555 -2.94232
S -0.96010 -2.12361 -2.62119
O -1.27405 -1.38647 -1.40005
O -0.53110 -1.48388 -3.83123
C 0.14853 -3.45498 -2.08932
H -0.45082 -5.41943 -2.65924
H -0.52112 -5.13637 -0.84514
H -2.67690 -4.13147 -1.00725
H -2.83859 -5.21112 -2.27894
H -3.28744 -2.63979 -2.92954
H -2.16101 -3.47142 -3.99308
H 0.67087 -3.07873 -1.18777
H 0.86604 -3.54771 -2.90729
C -4.18296 2.29273 -3.89114
C -3.04158 1.92440 -2.95057
C -3.54370 1.01169 -1.83996
S -4.88307 0.15020 -2.58986
O -5.82222 -0.31097 -1.59639
O -4.27034 -0.80032 -3.51007
C -5.47400 1.53511 -3.43673
H -3.94126 2.08228 -4.91070
H -4.56015 3.33482 -3.85166
H -2.65402 2.86429 -2.60887
H -2.22062 1.50840 -3.47079
H -3.91112 1.47278 -0.90592
H -2.77159 0.31023 -1.56865
H -5.93740 2.24594 -2.73923
H -6.19819 1.28491 -4.21431
*
```